Molecular formula: C22H15AsO4Y
Method: DFT, wB97M-V/def2-TZVPD

The energy above the lowest of the compared OMol25 structures with the same formula, charge and spin comes out at 0.0 kJ/mol. The total charge is +3. The spin multiplicity is 1. As for the total energy: -3421.1578 Ha. For the highest occupied orbital energy (alpha / beta), the calculation gives -17.0 / -17.0 eV. The value obtained for the orbital gap (alpha / beta) is 3.37 / 3.38 eV. For the LUMO energy (alpha / beta), the calculation gives -13.6273 / -13.6268 eV.

Each line ends with the natural charge from an NBO analysis.
Cartesian coordinates (Å):
Y: 0.04328 -0.83518 0.12320  1.8242
As: -0.02702 0.32601 2.71377  0.8430
O: -2.82448 -2.60399 -0.79144  -0.1973
O: -0.86688 4.98450 -0.32474  -0.4201
O: -0.03186 0.10850 -3.38650  -0.2112
O: 3.47074 -1.20389 -0.24982  -0.1905
C: -3.73193 -2.33610 3.92927  -0.1280
C: -1.76204 -2.13378 -0.43186  0.3444
C: -2.77809 -0.22915 3.17274  -0.2181
C: 1.87102 -1.12646 4.47113  -0.2233
C: -1.45947 -0.74102 3.38689  -0.3927
C: 0.13972 4.10304 4.61913  -0.1804
C: 2.78783 0.55407 3.00750  -0.2227
C: -0.75983 3.94554 5.68131  -0.1322
C: 2.28247 -1.20136 -0.08257  0.3489
C: -1.43847 2.76547 5.87596  -0.2125
C: -0.69245 3.89380 -0.61126  0.4385
C: 3.18131 -1.52180 4.79587  -0.1484
C: -2.42935 -2.77896 4.24927  -0.1674
C: 0.29486 3.06613 3.71937  -0.1989
C: -0.43179 1.89139 3.78145  -0.3704
C: -3.88156 -1.07639 3.37300  -0.1878
C: -1.20704 1.71335 4.95959  -0.1287
C: -1.30175 -1.99271 3.98636  -0.2366
C: 4.09040 0.20518 3.40368  -0.1945
C: 4.30340 -0.84433 4.29814  -0.1341
C: 1.66013 -0.14514 3.49360  -0.3718
C: -0.01505 -0.09419 -2.23118  0.3959
H: -2.14986 2.63132 6.70667  0.2596
H: 4.89253 0.78967 2.96596  0.2535
H: 0.72271 4.98288 4.47214  0.2510
H: -0.92764 4.78451 6.33708  0.2522
H: -2.31125 -3.74029 4.69570  0.2538
H: 5.33882 -1.16087 4.48186  0.2662
H: -1.72061 0.75686 5.24232  0.2158
H: -0.30910 -2.46667 4.16951  0.2368
H: -2.91003 0.80153 2.73560  0.2518
H: 3.35714 -2.33959 5.45757  0.2520
H: 1.01738 3.15515 2.90924  0.2057
H: 2.64381 1.33061 2.19340  0.2128
H: 1.07255 -1.70292 4.97813  0.2377
H: -4.84142 -0.68351 3.05025  0.2575
H: -4.59193 -3.00552 4.00244  0.2662

Atomic forces in eV per Å
-0.91 1.97 2.75
-0.23 1.20 1.76
8.97 3.84 3.03
0.42 -2.61 -0.73
0.10 -1.18 7.05
-9.10 -0.07 1.28
0.83 -0.37 -0.33
-11.11 -5.36 -3.54
0.24 -0.19 -1.20
0.32 -1.28 0.32
-0.70 -0.42 -0.57
-0.56 -1.04 0.29
-0.05 0.01 -1.33
0.30 0.94 -0.30
12.08 -0.45 -1.51
0.21 -0.96 -0.76
-0.39 2.46 0.76
0.03 1.03 -0.21
-0.59 0.84 -0.04
0.65 0.15 -1.41
-0.61 0.30 2.03
0.30 1.34 -0.21
-1.22 -0.78 0.37
0.19 -1.46 -0.36
-0.76 0.59 -0.20
-0.17 0.10 -0.84
0.97 -0.53 -0.06
-0.12 1.59 -8.07
0.59 0.00 -0.48
0.15 -0.23 0.21
0.18 0.56 0.13
0.01 0.07 0.20
0.15 -0.52 0.23
-0.63 0.08 0.27
0.62 1.00 -0.63
-1.09 0.63 -0.24
0.03 -1.22 0.59
-0.17 -0.41 0.48
-0.09 0.36 0.07
0.29 -0.75 1.15
0.60 0.79 -0.51
-0.06 -0.23 0.32
0.31 0.23 0.26